A 2-piece molecular cluster, C16H10Cl4FO6S overall at a distorted geometry. Source: the Open Molecules 2025 dataset; level of theory: the ωB97M-V functional and the def2-TZVPD basis.

Atoms and positions in Å:
Cl 2.6247 -0.3738 3.3089
C 0.9416 -0.3701 3.0311
C 0.2287 0.7172 3.5047
Cl 0.9644 1.9936 4.3431
C -1.2033 0.8602 3.2657
O -1.7966 1.9323 3.3434
C -1.9603 -0.4406 2.8896
O -3.1800 -0.4841 2.9366
C -1.1176 -1.5547 2.4651
Cl -1.9572 -2.9712 2.0512
C 0.2654 -1.5264 2.5401
Cl 1.2001 -2.9345 2.1768
C 5.3828 -2.2984 1.9199
C 4.6575 -2.2958 0.6053
O 3.7039 -1.2047 0.7080
C 2.7480 -1.2313 -0.2382
C 1.6420 -0.3017 0.1328
F 0.5628 -0.4686 -0.6330
S 1.9857 1.5017 0.2077
C 1.6432 2.5151 -1.2321
C 2.6742 3.2667 -1.8058
C 2.3682 4.2848 -2.7063
C 1.0269 4.5372 -3.0389
C 0.0091 3.7220 -2.5251
C 0.3121 2.7189 -1.6109
O 0.9773 1.9215 1.1551
O 3.4029 1.6635 0.4451
O 2.7674 -1.9322 -1.2300
H 6.1152 -3.1041 1.9339
H 5.8854 -1.3422 2.0964
H 4.6665 -2.4733 2.7260
H 5.3167 -2.0614 -0.2435
H 4.1230 -3.2433 0.4274
H 3.7050 3.0437 -1.5381
H 3.1739 4.8676 -3.1469
H 0.7801 5.3542 -3.7106
H -1.0339 3.8549 -2.8299
H -0.4684 2.0793 -1.1939

**M**: 491.127 g mol⁻¹
**LUMO level**: 0.031 hartree
**Energy relative to the best compared isomer or geometry (same formula, charge and spin)**: 1.0 kcal per mole
**Maximum force**: 2.8 eV Å⁻¹
**Charge**: -1
**2S+1**: 1

Mulliken population analysis, charges in e, atoms 1 to 5: Cl -0.093; C 0.510; C 0.088; Cl -0.178; C 0.509